Entry 1:
Formula: C14H15N3S
Source: the Open Molecules 2025 dataset
Level of theory: ωB97M-V with the def2-TZVPD basis set

Calculated values
HOMO energy = -7.97 eV
SMILES string = CNC(=S)NN(c1ccccc1)c1ccccc1
energy relative to the best compared isomer or geometry (same formula, charge and spin) = 3.820 eV

The geometry in ORCA input format:
```
! RIJCOSX wB97M-V def2-TZVPD def2/J DEFGRID3
* xyz 0 1
C 1.982 -0.729 -2.074
N 3.137 -0.593 -1.185
C 3.003 -0.187 0.156
S 4.503 0.056 0.972
N 1.827 0.297 0.910
N 0.433 0.191 0.463
C -0.277 1.195 -0.178
C -1.097 0.810 -1.252
C -1.713 1.754 -2.087
C -1.425 3.131 -1.810
C -0.667 3.512 -0.674
C -0.085 2.499 0.130
C -0.428 -0.785 1.069
C 0.053 -2.201 1.229
C -0.733 -3.158 1.832
C -2.031 -2.809 2.294
C -2.337 -1.479 2.259
C -1.633 -0.424 1.658
H 1.651 -1.785 -2.179
H 1.049 -0.114 -1.889
H 2.189 -0.517 -3.121
H 3.962 -0.274 -1.582
H 1.962 0.148 1.947
H -1.172 -0.300 -1.523
H -2.288 1.544 -3.013
H -1.958 3.904 -2.364
H -0.635 4.565 -0.393
H 0.416 2.738 0.956
H 1.013 -2.449 0.728
H -0.472 -4.212 1.822
H -2.685 -3.545 2.703
H -3.391 -1.324 2.529
H -2.154 0.544 1.666
*
```

Entry 2:
Formula: C4H8O3
Source: the Open Molecules 2025 dataset
Level of theory: ωB97M-V with the def2-TZVPD basis set

Calculated values
HOMO energy = -9.60 eV
energy relative to the best compared isomer or geometry (same formula, charge and spin) = 4.047 eV

The geometry in ORCA input format:
```
! RIJCOSX wB97M-V def2-TZVPD def2/J DEFGRID3
* xyz 0 1
C 0.760 1.325 -1.794
O 0.446 0.140 -0.997
C -1.466 -0.222 -1.005
O -1.921 0.581 -1.690
C 0.578 -0.208 0.500
C -0.535 -0.954 1.384
O 0.146 -1.283 2.602
H 0.347 2.273 -1.422
H 1.839 1.428 -1.952
H 0.311 1.183 -2.798
H 1.397 -0.918 0.467
H 0.837 0.697 1.045
H -1.401 -0.320 1.618
H -0.903 -1.869 0.910
H -0.435 -1.853 3.132
*
```

Entry 3:
Formula: C7H12N3
Source: the Open Molecules 2025 dataset
Level of theory: ωB97M-V with the def2-TZVPD basis set

Calculated values
HOMO energy (alpha / beta) = -11.46 / -11.46 eV
energy relative to the best compared isomer or geometry (same formula, charge and spin) = 7.643 eV

The geometry in ORCA input format:
```
! RIJCOSX wB97M-V def2-TZVPD def2/J DEFGRID3
* xyz 1 1
C -1.421 -0.012 0.101
C -0.282 -0.828 0.171
C -2.125 2.265 -0.615
C -1.192 1.396 -0.300
C 3.091 0.021 -0.640
C -2.831 -0.319 0.371
C -0.270 -2.298 -0.090
N 0.813 -0.098 -0.024
N 2.015 -0.238 -0.114
N 4.182 0.443 0.206
H -3.097 2.105 -0.830
H -1.768 3.317 -0.362
H -0.166 1.735 -0.198
H -3.246 0.316 1.136
H -3.007 -1.327 0.710
H -3.384 -0.104 -0.472
H -1.064 -2.751 0.569
H 0.697 -2.707 0.191
H -0.418 -2.376 -1.144
H 4.702 -0.373 0.560
H 3.877 0.734 1.057
H 4.895 1.100 -0.281
*
```

Entry 4:
Formula: C20H20ClN5O2S
Source: the Open Molecules 2025 dataset
Level of theory: ωB97M-V with the def2-TZVPD basis set

Calculated values
HOMO energy = -8.78 eV
SMILES string = COc1nc2ccc([C@@](O)(c3sc(C)nc3C)c3cnnn3C)cc2c(Cl)c1C
energy relative to the best compared isomer or geometry (same formula, charge and spin) = 0.000 eV

The geometry in ORCA input format:
```
! RIJCOSX wB97M-V def2-TZVPD def2/J DEFGRID3
* xyz 0 1
C -5.768 2.153 -2.774
O -5.635 1.448 -1.538
C -4.355 1.198 -1.103
N -3.341 1.432 -1.943
C -2.120 1.045 -1.602
C -1.093 1.249 -2.518
C 0.202 0.884 -2.178
C 0.547 0.290 -0.936
C 2.009 0.015 -0.544
O 2.708 1.166 -1.017
C 2.245 -0.093 0.958
S 2.462 1.393 1.837
C 2.460 0.447 3.305
C 2.455 0.998 4.691
N 2.406 -0.838 3.150
C 2.326 -1.165 1.817
C 2.096 -2.623 1.460
C 2.610 -1.193 -1.234
C 1.968 -2.112 -2.006
N 2.840 -3.104 -2.361
N 4.012 -2.798 -1.955
N 3.910 -1.654 -1.211
C 5.014 -1.079 -0.458
C -0.519 0.102 -0.036
C -1.817 0.479 -0.348
C -2.855 0.279 0.542
Cl -2.569 -0.517 2.113
C -4.169 0.592 0.156
C -5.377 0.306 1.064
H -5.462 1.480 -3.608
H -6.812 2.469 -2.914
H -5.139 3.056 -2.815
H -1.374 1.692 -3.460
H 1.030 1.025 -2.864
H 2.347 1.982 -0.646
H 2.256 2.063 4.624
H 1.697 0.557 5.292
H 3.423 0.833 5.138
H 2.964 -3.144 1.071
H 1.249 -2.684 0.752
H 1.717 -3.136 2.331
H 0.905 -2.118 -2.245
H 5.067 -1.537 0.520
H 5.951 -1.295 -0.983
H 4.946 0.005 -0.377
H -0.337 -0.276 0.980
H -5.513 1.169 1.739
H -5.244 -0.600 1.638
H -6.324 0.160 0.499
*
```

Entry 5:
Formula: C16H15N6O5PdSSe
Source: the Open Molecules 2025 dataset
Level of theory: ωB97M-V with the def2-TZVPD basis set

Calculated values
HOMO energy (alpha / beta) = -4.71 / -4.71 eV
energy relative to the best compared isomer or geometry (same formula, charge and spin) = 0.278 eV

The geometry in ORCA input format:
```
! RIJCOSX wB97M-V def2-TZVPD def2/J DEFGRID3
* xyz -1 1
Pd 0.080 -0.029 -0.002
O -0.173 -1.681 -1.157
N 0.521 -2.730 -0.687
C 0.983 -3.609 -1.595
C 1.609 -4.760 -1.210
C 1.759 -5.000 0.164
C 1.289 -4.090 1.069
C 0.657 -2.896 0.654
S 0.097 -1.700 1.721
H 0.805 -3.316 -2.618
H 1.977 -5.443 -1.959
H 2.262 -5.894 0.510
H 1.410 -4.233 2.133
O 2.236 0.901 -0.465
Se 2.091 1.640 1.013
O 2.557 3.197 0.958
O 0.367 1.579 1.162
O 2.740 0.764 2.210
C -0.276 3.527 -0.875
C 0.126 2.503 -1.876
N -0.266 1.247 -1.925
C 0.365 0.684 -3.014
C 1.154 1.598 -3.621
N 1.005 2.758 -2.882
C 1.633 4.019 -3.150
N 1.267 4.522 -4.461
N 2.214 4.835 -5.365
N 1.663 5.260 -6.441
C 0.295 5.224 -6.262
C -0.748 5.574 -7.128
C -2.029 5.414 -6.663
C -2.284 4.908 -5.365
C -1.273 4.562 -4.503
C 0.032 4.743 -4.986
H -0.928 3.061 -0.145
H -0.792 4.369 -1.348
H 0.595 3.893 -0.325
H 0.228 -0.358 -3.244
H 1.822 1.543 -4.463
H 2.718 3.938 -3.140
H 1.322 4.722 -2.381
H -0.541 5.949 -8.121
H -2.867 5.669 -7.298
H -3.311 4.783 -5.045
H -1.474 4.153 -3.523
*
```

Entry 6:
Formula: C3H3CuMgO3
Source: the Open Molecules 2025 dataset
Level of theory: ωB97M-V with the def2-TZVPD basis set

Calculated values
HOMO energy (alpha / beta) = -11.38 / -12.80 eV
energy relative to the best compared isomer or geometry (same formula, charge and spin) = 0.000 eV

The geometry in ORCA input format:
```
! RIJCOSX wB97M-V def2-TZVPD def2/J DEFGRID3
* xyz 1 2
C 1.434 -2.296 -1.272
C 2.462 -2.014 -0.249
O 2.168 -0.926 -1.128
C -0.689 0.458 -3.031
O -0.159 1.336 -3.561
O -1.331 -0.322 -2.447
Cu -0.921 -2.017 -0.798
H 1.916 -2.792 -2.131
H 3.485 -2.399 -0.341
H 2.178 -1.799 0.788
Mg 3.244 0.009 -2.492
*
```

Entry 7:
Formula: C5H11NO
Source: the Open Molecules 2025 dataset
Level of theory: ωB97M-V with the def2-TZVPD basis set

Calculated values
HOMO energy = -8.59 eV
SMILES string = C=C=N.C=O.CC
energy relative to the best compared isomer or geometry (same formula, charge and spin) = 3.431 eV

The geometry in ORCA input format:
```
! RIJCOSX wB97M-V def2-TZVPD def2/J DEFGRID3
* xyz 0 1
C -0.016 -0.325 -2.226
C -1.325 -0.217 -2.152
N -2.507 -0.186 -1.928
H 0.599 0.561 -2.210
H 0.423 -1.212 -2.650
H -2.787 -0.283 -0.861
C -1.524 0.729 1.088
O -2.379 -0.094 0.831
H -1.141 1.402 0.307
H -1.205 0.934 2.120
C 1.018 -0.768 0.949
C 1.914 0.462 0.998
H 0.501 -0.918 1.896
H 1.618 -1.666 0.797
H 0.379 -0.740 0.025
H 2.617 0.401 1.827
H 1.327 1.373 1.113
H 2.488 0.547 0.075
*
```

Entry 8:
Formula: C5H10N2O
Source: the Open Molecules 2025 dataset
Level of theory: ωB97M-V with the def2-TZVPD basis set

Calculated values
HOMO energy = -9.39 eV
SMILES string = C=CN=C.NCC=O
energy relative to the best compared isomer or geometry (same formula, charge and spin) = 2.667 eV

The geometry in ORCA input format:
```
! RIJCOSX wB97M-V def2-TZVPD def2/J DEFGRID3
* xyz 0 1
C -0.982 2.246 0.754
C -0.688 2.250 2.051
N 0.418 1.576 2.602
C 0.453 0.319 2.555
H -0.333 1.687 0.092
H -1.831 2.807 0.396
H -1.207 2.821 2.812
H 1.310 -0.220 2.947
H -0.387 -0.261 2.162
N 0.502 -0.854 -0.721
C -0.141 -1.510 -1.846
C 0.877 -1.780 -2.928
O 0.917 -2.807 -3.556
H -0.187 -0.536 -0.056
H 1.152 -1.445 -0.218
H -0.875 -0.830 -2.284
H -0.627 -2.460 -1.612
H 1.630 -1.002 -3.151
*
```

Entry 9:
Formula: C21H22N4O6S
Source: the Open Molecules 2025 dataset
Level of theory: ωB97M-V with the def2-TZVPD basis set

Calculated values
HOMO energy = -8.31 eV
SMILES string = COc1ccc(NC(=O)COc2ncnc3ccccc23)cc1S(=O)(=O)N1CCOCC1
energy relative to the best compared isomer or geometry (same formula, charge and spin) = 3.736 eV

The geometry in ORCA input format:
```
! RIJCOSX wB97M-V def2-TZVPD def2/J DEFGRID3
* xyz 0 1
C 0.187 3.758 3.833
O 0.200 3.596 2.432
C -0.255 2.445 1.903
C -0.764 1.360 2.616
C -1.203 0.234 1.942
C -1.155 0.162 0.554
N -1.612 -1.002 -0.072
C -1.551 -1.333 -1.387
O -1.189 -0.614 -2.287
C -2.067 -2.754 -1.660
O -1.936 -3.637 -0.560
C -0.677 -3.920 -0.190
N 0.319 -3.326 -0.796
C 1.559 -3.625 -0.378
N 1.886 -4.441 0.574
C 0.879 -5.076 1.220
C 1.171 -5.981 2.258
C 0.153 -6.625 2.908
C -1.187 -6.398 2.558
C -1.505 -5.522 1.554
C -0.478 -4.850 0.872
C -0.651 1.246 -0.163
C -0.205 2.357 0.511
S 0.473 3.780 -0.353
O -0.421 4.888 -0.194
O 1.843 3.936 0.049
N 0.379 3.252 -1.942
C 1.567 2.589 -2.444
C 2.567 3.612 -2.991
O 1.967 4.448 -3.958
C 0.863 5.141 -3.419
C -0.199 4.167 -2.905
H 0.812 3.008 4.328
H -0.832 3.710 4.232
H 0.599 4.748 4.013
H -0.821 1.382 3.692
H -1.590 -0.600 2.510
H -1.963 -1.713 0.557
H -1.527 -3.137 -2.531
H -3.137 -2.714 -1.879
H 2.357 -3.116 -0.901
H 2.206 -6.145 2.512
H 0.377 -7.321 3.703
H -1.968 -6.922 3.088
H -2.529 -5.340 1.268
H -0.609 1.217 -1.237
H 2.013 2.033 -1.620
H 1.257 1.895 -3.232
H 3.398 3.115 -3.494
H 2.945 4.213 -2.152
H 0.471 5.762 -4.226
H 1.189 5.780 -2.583
H -1.001 4.706 -2.402
H -0.603 3.574 -3.732
*
```

Entry 10:
Formula: C5H9NO2
Source: the Open Molecules 2025 dataset
Level of theory: ωB97M-V with the def2-TZVPD basis set

Calculated values
HOMO energy = -6.70 eV
energy relative to the best compared isomer or geometry (same formula, charge and spin) = 10.955 eV

The geometry in ORCA input format:
```
! RIJCOSX wB97M-V def2-TZVPD def2/J DEFGRID3
* xyz 0 1
C -0.224 0.637 0.571
C 0.300 1.162 -0.868
C -0.325 -0.981 -1.184
C 0.701 -1.014 0.035
C 0.430 -0.236 1.293
H -2.228 1.115 -0.042
H -1.988 0.605 1.785
H -0.095 2.219 -1.228
H 1.447 1.025 -0.978
H -0.064 -2.069 -1.713
H -1.267 -1.218 -0.732
H 2.652 -0.404 0.699
H 1.113 0.207 2.120
H -0.276 -0.910 1.834
N -1.627 0.382 0.705
O -0.385 0.212 -1.755
O 1.836 -0.730 -0.544
*
```

Entry 11:
Formula: C46H68CsIN2O5S
Source: the Open Molecules 2025 dataset
Level of theory: ωB97M-V with the def2-TZVPD basis set

Calculated values
HOMO energy = -1.97 eV
energy relative to the best compared isomer or geometry (same formula, charge and spin) = 2.286 eV

The geometry in ORCA input format:
```
! RIJCOSX wB97M-V def2-TZVPD def2/J DEFGRID3
* xyz -2 1
Cs -0.646 1.847 1.195
C -3.893 -0.984 0.185
N -2.532 -1.433 0.350
C -2.503 -2.810 0.780
C -1.735 -1.223 -0.849
C -0.266 -1.056 -0.478
N 0.598 -0.735 -1.595
C 2.007 -0.918 -1.213
C 2.314 -2.243 -0.573
C 2.581 -3.335 -1.364
C 2.870 -4.587 -0.830
C 2.831 -4.697 0.557
C 2.566 -3.634 1.398
C 2.336 -2.320 0.859
O 2.149 -1.280 1.572
C 2.470 -3.824 2.908
C 2.713 -5.266 3.378
C 1.061 -3.417 3.363
C 3.512 -2.932 3.592
C 3.204 -5.745 -1.761
C 2.042 -5.987 -2.737
C 4.468 -5.405 -2.567
C 3.468 -7.062 -1.024
C 0.436 0.642 -2.051
C -0.864 0.950 -2.742
C -1.137 0.316 -3.930
C -2.309 0.565 -4.640
C -3.138 1.549 -4.131
C -2.891 2.246 -2.957
C -1.760 1.905 -2.158
O -1.529 2.364 -0.985
C -3.897 3.343 -2.610
C -3.563 4.155 -1.361
C -5.289 2.727 -2.392
C -3.965 4.347 -3.775
C -2.642 -0.246 -5.883
C -1.543 -0.072 -6.942
C -3.972 0.157 -6.530
C -2.738 -1.727 -5.485
H -4.454 -1.580 -0.558
H -3.887 0.054 -0.136
H -4.407 -1.046 1.144
H -2.991 -3.484 0.050
H -3.013 -2.896 1.739
H -1.471 -3.126 0.908
H -2.077 -0.318 -1.343
H -1.848 -2.052 -1.567
H 0.097 -1.992 -0.051
H -0.208 -0.287 0.309
H 2.311 -0.120 -0.509
H 2.591 -0.805 -2.137
H 2.568 -3.194 -2.439
H 3.012 -5.667 0.994
H 1.977 -5.951 2.961
H 2.629 -5.305 4.465
H 3.710 -5.611 3.104
H 0.318 -4.088 2.933
H 0.849 -2.405 3.031
H 0.982 -3.459 4.450
H 4.517 -3.258 3.327
H 3.402 -2.966 4.676
H 3.378 -1.909 3.257
H 1.828 -5.093 -3.316
H 1.142 -6.253 -2.186
H 2.286 -6.796 -3.428
H 4.316 -4.511 -3.166
H 4.730 -6.227 -3.237
H 5.303 -5.225 -1.893
H 2.588 -7.382 -0.470
H 4.301 -6.965 -0.332
H 3.717 -7.841 -1.748
H 1.252 0.825 -2.765
H 0.568 1.344 -1.208
H -0.416 -0.407 -4.286
H -4.037 1.787 -4.680
H -3.591 3.527 -0.476
H -4.291 4.961 -1.243
H -2.576 4.597 -1.446
H -5.252 1.995 -1.587
H -5.652 2.228 -3.287
H -6.004 3.505 -2.121
H -2.987 4.799 -3.928
H -4.682 5.139 -3.552
H -4.267 3.866 -4.702
H -1.458 0.978 -7.219
H -1.782 -0.652 -7.835
H -0.582 -0.403 -6.560
H -3.947 1.194 -6.862
H -4.799 0.033 -5.834
H -4.159 -0.474 -7.400
H -1.805 -2.066 -5.045
H -2.964 -2.348 -6.354
H -3.524 -1.858 -4.743
O -1.339 4.474 0.983
H -1.700 3.965 1.717
H -1.453 3.880 0.221
O 1.923 0.477 3.761
H 2.039 -0.097 2.971
H 1.025 0.305 4.059
I -2.386 1.731 4.329
O 0.798 3.031 2.658
S 1.873 3.079 3.644
C 2.398 4.834 3.632
C 1.770 5.736 2.791
C 2.190 7.056 2.763
C 3.234 7.470 3.573
C 3.865 6.563 4.408
C 3.450 5.243 4.435
C 1.107 3.380 5.264
C -0.106 4.036 5.375
C -0.631 4.276 6.635
C 0.054 3.867 7.765
C 1.267 3.207 7.644
C 1.791 2.957 6.388
H 0.959 5.396 2.165
H 1.704 7.766 2.111
H 3.558 8.503 3.556
H 4.681 6.890 5.037
H 3.937 4.531 5.083
H -0.627 4.350 4.487
H -1.589 4.764 6.736
H -0.362 4.052 8.746
H 1.792 2.877 8.530
H 2.719 2.420 6.269
*
```

Entry 12:
Formula: C24H44N9O3
Source: the Open Molecules 2025 dataset
Level of theory: ωB97M-V with the def2-TZVPD basis set

Calculated values
HOMO energy = -15.85 eV
energy relative to the best compared isomer or geometry (same formula, charge and spin) = 0.000 eV

The geometry in ORCA input format:
```
! RIJCOSX wB97M-V def2-TZVPD def2/J DEFGRID3
* xyz 3 1
N -0.496 -0.758 -0.283
O 0.328 0.094 0.121
O -0.362 -1.950 0.029
O -1.469 -0.419 -0.994
C 0.966 -5.269 -1.265
C 0.007 -5.561 -2.388
N -0.270 -4.410 -3.249
C 0.179 -4.243 -4.538
C -0.494 -3.204 -5.070
N -1.324 -2.719 -4.068
C -1.176 -3.478 -2.998
C -2.212 -1.570 -4.252
H 1.198 -6.215 -0.768
H 0.623 -4.542 -0.533
H 1.946 -4.964 -1.650
H -0.952 -5.837 -1.935
H 0.279 -6.438 -2.968
H 0.921 -4.877 -4.991
H -0.511 -2.806 -6.069
H -1.712 -3.408 -2.065
H -2.810 -1.424 -3.355
H -2.898 -1.777 -5.069
H -1.605 -0.685 -4.418
C 0.340 2.640 -2.565
C -0.802 3.332 -3.329
N -2.074 2.601 -3.205
C -3.004 2.494 -4.209
C -4.090 1.876 -3.691
N -3.786 1.600 -2.375
C -2.579 2.044 -2.113
C -4.582 0.805 -1.434
H 0.311 1.561 -2.675
H 0.291 2.930 -1.517
H 1.261 3.067 -2.960
H -0.572 3.475 -4.378
H -0.961 4.311 -2.876
H -2.868 2.828 -5.223
H -4.978 1.487 -4.157
H -2.020 1.922 -1.202
H -5.596 0.743 -1.812
H -4.491 1.197 -0.427
H -4.169 -0.206 -1.388
C 4.436 -0.998 -0.261
C 4.630 -2.395 0.292
N 3.547 -2.800 1.184
C 3.423 -4.060 1.725
C 2.315 -4.062 2.494
N 1.784 -2.791 2.422
C 2.528 -2.063 1.600
C 0.479 -2.351 2.949
H 4.453 -0.254 0.541
H 3.494 -0.932 -0.807
H 5.243 -0.700 -0.925
H 5.596 -2.513 0.785
H 4.686 -3.099 -0.544
H 4.162 -4.824 1.557
H 1.770 -4.817 3.033
H 2.240 -1.076 1.276
H 0.649 -1.988 3.963
H -0.164 -3.221 3.030
H 0.093 -1.584 2.292
C 0.737 5.580 7.090
C -0.393 4.711 6.544
N -0.301 4.514 5.089
C -0.672 5.442 4.144
C -0.486 4.870 2.934
N -0.020 3.596 3.155
C 0.063 3.410 4.469
C 0.350 2.645 2.110
H 1.619 5.448 6.453
H 1.090 5.160 8.031
H 0.518 6.636 7.195
H -1.392 5.078 6.766
H -0.320 3.730 7.011
H -1.063 6.394 4.457
H -0.661 5.248 1.943
H 0.446 2.527 4.953
H -0.535 2.121 1.754
H 1.163 1.979 2.372
H 0.708 3.195 1.237
*
```